Density functional theory data (ωB97M-V/def2-TZVPD) for 5 unconnected molecules or ions with the total composition C3H17NO4 in a non-equilibrium geometry.

The geometry in ORCA input format:
```
! wB97M-V def2-TZVPD RIJCOSX def2/J DEFGRID3
* xyz 0 1
C -0.48133 -2.25283 1.50891
N 0.63167 -1.39396 1.84460
C 1.35605 -0.77905 0.72957
C 0.29350 -0.40124 2.84429
H -0.46936 -3.17065 2.07330
H -0.38566 -2.56187 0.48207
H -1.46840 -1.78585 1.56311
H 2.42355 -0.79754 0.95892
H 1.25694 -1.35632 -0.18661
H 0.98630 0.23555 0.54529
H -0.16530 -0.91315 3.68073
H -0.35827 0.40605 2.49910
H 1.20435 0.02191 3.26990
H -0.83464 3.70154 -0.85605
H -0.16174 3.71127 -2.26682
O -0.00618 3.62228 -1.32479
H 2.48413 2.92296 -2.71000
H 3.23456 2.62734 -4.03228
O 2.91933 2.23097 -3.21696
H -4.37246 -2.64896 1.38900
H -4.83337 -1.61997 0.27056
O -4.47209 -1.72884 1.15027
H 1.14139 0.88665 -3.52015
H -0.12700 0.24739 -2.99380
O 0.20403 0.79634 -3.70215
*
```

As for the energy above the lowest of the compared OMol25 structures with the same formula, charge and spin: 1.1155 eV. Its HOMO energy is -8.15 eV.

***

Density functional theory data (ωB97M-V/def2-TZVPD) for 2 unconnected molecules or ions with the total composition C28H24N6O6Si in a non-equilibrium geometry.

The geometry in ORCA input format:
```
! wB97M-V def2-TZVPD RIJCOSX def2/J DEFGRID3
* xyz 0 1
C 1.39664 -0.96544 -2.35851
C 1.28478 0.41349 -2.56461
C 1.57373 1.31125 -1.53074
C 2.03707 0.84247 -0.29285
Si 2.61834 1.98672 1.06312
C 3.17549 3.54754 0.14054
C 2.52107 4.78213 0.28951
C 2.89306 5.89804 -0.47322
C 3.91991 5.79601 -1.41670
C 4.56936 4.56939 -1.58607
C 4.20127 3.45799 -0.81606
C 1.39392 2.54995 2.34989
C 0.17392 1.82218 2.55513
C -0.72261 2.20285 3.58750
C -0.39747 3.23845 4.44325
C 0.83032 3.89542 4.30430
C 1.70869 3.55103 3.25908
C 3.89927 0.99761 2.07656
C 5.28146 0.95128 1.41900
C 6.01885 -0.21242 2.08013
C 4.98063 -1.07667 2.78724
N 3.66714 -0.38616 2.64952
C 2.16586 -0.53778 -0.11190
C 1.83426 -1.44294 -1.11997
H 1.15116 -1.67335 -3.15142
H 0.97473 0.79163 -3.53855
H 1.46785 2.38375 -1.69393
H 1.70043 4.88075 1.00193
H 2.37672 6.84870 -0.33521
H 4.20872 6.66094 -2.01786
H 5.36400 4.47014 -2.32592
H 4.71301 2.50639 -0.97682
H -0.22678 1.23465 1.73238
H -1.65823 1.66878 3.68146
H -1.09172 3.51718 5.23867
H 1.11547 4.68198 5.00393
H 2.66716 4.07389 3.18036
H 3.96900 1.67480 2.94835
H 5.20450 0.81791 0.33486
H 5.77686 1.91755 1.56309
H 6.59438 -0.79835 1.36748
H 6.72464 0.18243 2.81199
H 4.89874 -2.07618 2.34240
H 5.23048 -1.20035 3.84956
H 3.21042 -0.28980 3.56267
H 2.57246 -0.90663 0.82551
H 1.94162 -2.51195 -0.93590
O -1.20050 -6.43213 3.75560
N -0.90310 -5.26254 3.91121
C 0.16284 -4.45060 3.56269
C -0.11469 -3.16188 4.03966
N -1.30361 -3.13560 4.71828
O -1.75338 -4.42606 4.67268
C 0.71456 -2.05018 3.60710
N 0.24444 -0.70690 3.69261
O -0.82528 -0.36340 4.20332
O 1.03088 0.14327 3.14575
C 1.89097 -2.28034 2.84517
C 2.13709 -3.60708 2.44436
N 2.94372 -4.06036 1.39915
O 3.83367 -3.51963 0.75525
O 2.49847 -5.34468 1.05480
N 1.49390 -5.76757 1.88946
C 1.28351 -4.70687 2.73179
H 2.42705 -1.45270 2.38064
*
```

Its HOMO energy is -7.77 eV.

***

Density functional theory data (ωB97M-V/def2-TZVPD) for a molecular structure, C5H6Br3Cl3O3 in a non-equilibrium geometry.

The geometry in ORCA input format:
```
! wB97M-V def2-TZVPD RIJCOSX def2/J DEFGRID3
* xyz -1 2
C 1.63871 1.25648 2.31012
Br -0.20669 0.86739 1.72190
Br 1.60047 2.65695 3.71145
Br 2.84336 1.88131 0.83027
H 2.03108 0.38433 2.83309
C -3.10628 1.35052 -0.21376
Cl -2.81860 2.79080 0.82294
Cl -2.29709 1.61687 -1.77701
Cl -4.81963 1.08805 -0.55434
H -2.76195 0.41505 0.22721
C 1.68901 -1.15534 -1.30614
C 0.16389 -0.96863 -1.66116
O -0.41467 -1.90582 -0.76239
C 0.46578 -2.35912 0.14861
O 0.11542 -3.06768 1.10134
O 1.61168 -1.77020 -0.04645
H 2.18445 -0.18772 -1.22649
H 2.24854 -1.79929 -1.98463
H -0.00719 -1.14464 -2.72317
H -0.16029 0.05069 -1.45138
*
```

Its HOMO energy (alpha / beta) is -1.16 / -5.69 eV.

***

Density functional theory data (ωB97M-V/def2-TZVPD) for a molecular structure, C25H42AgNO17S in a non-equilibrium geometry.

The geometry in ORCA input format:
```
! wB97M-V def2-TZVPD RIJCOSX def2/J DEFGRID3
* xyz -1 2
Ag -1.04053 0.12405 -0.88183
C -0.91042 -3.14250 -1.90084
C 0.52880 -3.32168 -1.37677
C 1.41608 -3.68694 -2.59734
C 2.90488 -3.65904 -2.26123
C 3.28923 -2.26515 -1.71493
C 2.43086 -1.88785 -0.49358
N 1.03364 -2.05679 -0.83702
O 0.20352 -1.54647 0.10417
C 2.75153 -0.39967 -0.28883
C 2.91472 -2.64671 0.75745
C 0.55895 -4.48886 -0.37238
H -1.64367 -3.22781 -1.09671
H -1.11159 -3.93377 -2.62430
H -1.07081 -2.14135 -2.30226
H 1.13040 -3.01471 -3.40852
H 1.20161 -4.72193 -2.88657
H 3.50948 -3.93069 -3.13100
H 3.08424 -4.42831 -1.50551
H 3.26798 -1.56844 -2.55073
H 4.31038 -2.44418 -1.35819
H 3.81301 -0.20570 -0.13042
H 2.16606 0.02097 0.53387
H 2.41427 0.19266 -1.14502
H 2.82686 -3.71991 0.59570
H 2.30797 -2.35335 1.61417
H 3.95660 -2.39864 0.97125
H 0.56949 -4.15270 0.66421
H 1.36938 -5.20901 -0.51641
H -0.35245 -5.08262 -0.49467
S -3.07200 0.94955 -2.63622
O -4.52000 0.87143 -2.33488
O -2.30510 1.71127 -1.62871
O -2.47445 -0.40912 -2.48471
O -2.86997 1.43360 -3.99855
C -5.59426 -0.34408 3.92258
C -5.25401 -1.57701 3.11978
C -6.13485 -1.86851 1.91399
O -5.20749 -2.06629 0.85082
C -3.99894 -1.59449 1.19032
O -3.09661 -1.37150 0.46658
O -3.97352 -1.30534 2.51300
H -6.61024 -0.31467 4.32352
H -5.47574 0.55623 3.31722
H -4.90249 -0.27294 4.76406
H -5.04766 -2.41730 3.78684
H -6.87779 -1.11525 1.65353
H -6.64222 -2.83053 2.01636
C 4.67796 0.87846 -4.29127
C 3.22465 0.97252 -4.69625
C 2.65119 -0.35198 -5.26942
O 1.54186 -0.61137 -4.44544
C 1.31059 0.41163 -3.59093
O 0.43017 0.44033 -2.80528
O 2.30843 1.30980 -3.68012
H 5.32594 0.40747 -5.02830
H 4.75701 0.32032 -3.35185
H 5.10678 1.86400 -4.09403
H 3.18926 1.74955 -5.46647
H 3.34046 -1.19539 -5.17155
H 2.38515 -0.26564 -6.32467
C 0.82885 5.84356 1.80010
C 1.67262 4.97829 0.88357
C 2.28224 3.79023 1.63101
O 1.78544 2.63278 1.01235
C 0.95926 2.99112 -0.00577
O 0.37418 2.22766 -0.68459
O 0.79226 4.33697 -0.05186
H 0.15704 6.44981 1.17853
H 1.36686 6.54393 2.43691
H 0.09389 5.26609 2.36467
H 2.34725 5.64966 0.35290
H 1.96092 3.80207 2.67647
H 3.37092 3.88505 1.69426
C -1.71568 1.91432 5.70712
C -2.21323 2.17979 4.30138
C -1.43868 3.26228 3.52616
O -1.11454 2.69966 2.27112
C -1.49698 1.40078 2.27036
O -1.39576 0.65945 1.35416
O -2.05592 1.06322 3.42958
H -0.70155 1.51342 5.67168
H -2.36590 1.18599 6.18955
H -1.71889 2.83934 6.28270
H -3.25694 2.50191 4.36082
H -0.54492 3.53318 4.10296
H -1.99524 4.18184 3.33812
*
```

As for the energy above the lowest of the compared OMol25 structures with the same formula, charge and spin: 0.0000 eV. Its HOMO energy (alpha / beta) is -3.09 / -2.46 eV.

***

Density functional theory data (ωB97M-V/def2-TZVPD) for 2 unconnected molecules or ions with the total composition C23H20O2S2 in a non-equilibrium geometry.

The geometry in ORCA input format:
```
! wB97M-V def2-TZVPD RIJCOSX def2/J DEFGRID3
* xyz 0 1
C 2.91856 -4.91153 -1.91997
C 1.44802 -4.62168 -2.12271
O 1.21308 -3.25099 -1.72425
C -0.04307 -2.75103 -1.92671
S -0.27680 -1.11593 -1.65110
S -1.23943 -3.79299 -2.45753
H 3.07646 -5.98990 -1.97324
H 3.51773 -4.45212 -2.71384
H 3.28881 -4.55308 -0.95552
H 1.19848 -4.78164 -3.18696
H 0.84701 -5.32230 -1.51848
C -0.61516 6.78277 -1.30543
O 0.37215 5.75428 -1.53581
C 0.08589 4.48435 -1.13984
C 1.11632 3.52634 -1.29006
C 0.94865 2.25043 -0.79963
C -0.23912 1.86915 -0.13265
C -0.35590 0.55446 0.43887
C -1.61014 -0.10669 0.77976
C -1.31091 -1.20326 1.66147
C -2.32178 -2.02979 2.12472
C -3.63907 -1.75961 1.73773
C -3.92273 -0.73371 0.82338
C -2.90077 0.07733 0.31650
C 0.12129 -1.19785 1.92499
C 0.70076 -0.09702 1.20920
C 2.04319 0.20304 1.39531
C 2.80358 -0.58104 2.27668
C 2.23314 -1.67454 2.94623
C 0.88688 -2.00541 2.75348
C -1.29534 2.80989 -0.06879
C -1.14582 4.09713 -0.55676
H -0.13327 7.68610 -1.67969
H -1.53706 6.58328 -1.86841
H -0.84250 6.88960 -0.23587
H 2.03662 3.83676 -1.78203
H 1.73261 1.51169 -0.95464
H -2.06010 -2.84504 2.79907
H -4.45461 -2.34941 2.14925
H -4.94434 -0.56594 0.48919
H -3.09144 0.81776 -0.45918
H 2.48949 1.04449 0.87653
H 3.85402 -0.33825 2.43629
H 2.83849 -2.26069 3.63281
H 0.40873 -2.84309 3.25597
H -2.23704 2.53771 0.40411
H -1.96359 4.81798 -0.47245
*
```

As for the energy above the lowest of the compared OMol25 structures with the same formula, charge and spin: 0.0000 eV. Its HOMO energy is -6.96 eV.

***

Density functional theory data (ωB97M-V/def2-TZVPD) for a gas-phase ion, C2H3N2OS (charge +1) in a non-equilibrium geometry.

The geometry in ORCA input format:
```
! wB97M-V def2-TZVPD RIJCOSX def2/J DEFGRID3
* xyz 1 1
C 0.24196 1.28509 0.61602
C -0.23710 -0.84581 0.45803
N 0.15086 0.15981 1.19227
N 0.00859 -1.01299 -0.81596
O -0.00100 1.46473 -0.65274
S 0.74260 0.17566 -1.65527
H 0.40636 2.09276 1.27759
H -0.97046 -1.57399 0.96494
H -0.34181 -1.74526 -1.38488
*
```

As for the energy above the lowest of the compared OMol25 structures with the same formula, charge and spin: 1.6775 eV. Its HOMO energy is -15.14 eV.

***

no.,DFT total energy (eV),molar mass (g/mol)
1,-13065.9844,131.2
2,-58514.3455,568.6
3,-259119.4390,460.2
4,-77736.8520,768.5
5,-49938.7171,392.5
6,-17975.7708,103.1